1.
DFT (ωB97M-V/def2-TZVPD) results for a cluster of 3 separate species, C30H61N10O3P3 in total.

Last column: Mulliken charge in e.
Element x y z (Å)
C: -1.9646 -7.0495 -0.1910  0.028
C: -2.9006 -7.2935 -0.9003  -0.503
C: -4.1154 -7.2144 -1.7267  -0.802
C: -3.8009 -6.6840 -3.1670  -0.672
C: -4.0040 -5.1426 -3.1899  -1.513
C: -2.8172 -4.4689 -2.5241  1.291
C: -3.0834 -3.8090 -1.2723  -0.438
O: -4.3568 -3.7519 -0.7439  -0.568
C: -5.1832 -2.7963 -1.4408  -0.200
C: -5.9312 -1.8479 -0.4859  -0.471
C: -7.4155 -1.7638 -0.9202  -1.230
C: -2.0718 -3.2289 -0.5758  0.028
C: -0.7371 -3.2380 -1.0342  0.275
N: 0.2124 -2.6526 -0.2462  -0.579
C: 1.4082 -2.7422 -0.7854  0.295
P: 2.8264 -2.0142 0.1498  0.646
N: 4.1701 -2.5173 -0.5259  -0.886
C: 1.7104 -3.3226 -2.0390  -0.719
N: 0.7847 -3.8703 -2.7910  -0.412
C: -0.4824 -3.8415 -2.2770  0.329
C: -1.5339 -4.4641 -3.0356  0.187
C: -1.1545 -5.1152 -4.3514  -0.834
C: -2.0336 -4.7366 -5.5836  -0.746
N: -2.4647 -3.3460 -5.6358  -0.612
H: -1.1694 -7.1928 0.5057  0.427
H: -4.5366 -8.2236 -1.7719  0.452
H: -4.8682 -6.5645 -1.2749  0.278
H: -4.5123 -7.1688 -3.8400  0.401
H: -2.7713 -6.9677 -3.3620  0.317
H: -4.1731 -4.7850 -4.2046  0.494
H: -4.9311 -4.9714 -2.6488  0.249
H: -4.5586 -2.2549 -2.1588  0.289
H: -5.9257 -3.3349 -2.0422  0.224
H: -5.8582 -2.1412 0.5594  0.370
H: -5.5280 -0.8476 -0.6634  0.242
H: -8.0516 -1.3906 -0.1143  0.369
H: -7.8020 -2.7300 -1.2557  0.371
H: -7.5241 -1.0785 -1.7664  0.294
H: -2.2958 -2.7644 0.3799  0.510
H: 2.7991 -2.4193 1.4975  0.051
H: 2.7814 -0.6128 0.0159  0.000
H: 4.7428 -3.0302 0.1326  0.213
H: 2.7434 -3.3379 -2.3699  0.552
H: -0.1271 -4.8861 -4.6276  0.381
H: -1.1838 -6.2071 -4.2740  0.249
H: -1.4057 -4.9195 -6.4647  0.477
H: -2.8594 -5.4462 -5.6607  0.267
H: -3.4543 -3.2325 -5.4876  0.321
H: -1.9204 -2.7432 -5.0381  0.277
C: 5.8164 0.9168 4.8512  -0.965
N: 5.0752 0.9540 3.6068  0.077
C: 5.9228 0.8070 2.4297  -1.029
P: 3.4739 1.5452 3.3416  1.063
O: 3.0363 0.4266 2.4263  -0.530
N: 2.4414 1.1606 4.6634  0.289
C: 2.8908 0.8656 6.0056  -1.150
C: 1.2307 0.4100 4.3631  -1.058
N: 3.8283 3.0871 4.0812  -0.186
C: 2.6356 3.9687 4.2195  -1.269
C: 4.8222 3.8930 3.3294  -1.072
H: 5.9018 1.8957 5.3408  0.327
H: 6.8354 0.5653 4.6850  0.397
H: 5.3809 0.2095 5.5574  0.230
H: 6.4652 1.7327 2.1887  0.281
H: 5.3324 0.5371 1.5533  0.199
H: 6.6543 0.0088 2.5670  0.438
H: 3.2686 -0.1616 6.0938  0.278
H: 2.0648 0.9769 6.7155  0.355
H: 3.6569 1.5628 6.3422  0.340
H: 1.4283 -0.6650 4.2617  0.289
H: 0.7717 0.7606 3.4412  0.215
H: 0.4923 0.5493 5.1574  0.355
H: 2.1725 4.1801 3.2516  0.452
H: 2.9289 4.9136 4.6796  0.409
H: 1.8868 3.5294 4.8721  0.314
H: 4.5419 4.0160 2.2808  0.296
H: 5.8128 3.4421 3.3763  0.306
H: 4.9223 4.8809 3.7770  0.421
C: -1.7538 4.9250 0.5451  -0.949
N: -0.4178 5.4544 0.7373  0.128
C: -0.3673 6.5606 1.6842  -1.150
P: 0.9583 5.2355 -0.2721  0.824
O: 1.9924 5.0375 0.8113  -0.780
N: 1.0241 3.6512 -0.9334  0.330
C: -0.1104 2.7637 -1.0760  -1.056
C: 2.2365 2.8878 -0.6844  -1.313
N: 0.1328 5.7802 -1.7147  -0.095
C: 0.9460 5.6409 -2.9513  -1.073
C: -0.2732 7.2059 -1.6636  -1.059
H: -2.1948 5.1889 -0.4245  0.325
H: -2.4346 5.3050 1.3074  0.409
H: -1.7752 3.8407 0.6557  0.232
H: -0.7268 7.5023 1.2450  0.308
H: 0.6526 6.7304 2.0314  0.289
H: -0.9660 6.3478 2.5717  0.461
H: -0.3729 2.2808 -0.1259  0.231
H: 0.1150 1.9730 -1.7982  0.342
H: -0.9841 3.2786 -1.4744  0.355
H: 2.2253 2.4388 0.3176  0.407
H: 3.1187 3.5189 -0.7675  0.347
H: 2.3557 2.0888 -1.4205  0.371
H: 1.8810 6.2048 -2.8888  0.347
H: 0.3774 6.0028 -3.8090  0.414
H: 1.1854 4.6028 -3.1588  0.298
H: 0.5640 7.8645 -1.4189  0.358
H: -1.0651 7.3652 -0.9332  0.262
H: -0.6860 7.5160 -2.6228  0.397

Calculated values
total charge: 0
Kohn-Sham gap: 7.764 eV
E_LUMO: -0.200 eV
SMILES string: C#CCCCc1c(OCCC)cc2nc([PH2]=N)cnc2c1CCN.CN(C)P(=O)(N(C)C)N(C)C.CN(C)P(=O)(N(C)C)N(C)C



2.
DFT (ωB97M-V/def2-TZVPD) results for the molecule C4H4N4.

Last column: natural (NBO) charge in e.
Element x y z (Å)
N: 3.3757 -0.5329 0.3854  -0.246
C: 2.1986 -0.2758 -0.2863  0.233
C: 0.7164 0.1083 -0.3142  0.249
N: -0.2345 -0.7665 -0.0684  -0.456
C: -1.3365 -0.1098 0.1103  0.278
N: -2.5076 -0.9841 0.0530  -0.874
C: -1.2824 1.1585 0.2940  -0.144
N: 0.1323 1.3108 -0.1032  -0.515
H: -2.1920 -1.9255 -0.2849  0.403
H: -3.6155 -0.6930 -0.1682  0.407
H: -1.9564 2.0390 0.3885  0.244
H: 0.6258 2.1017 -0.6255  0.421

Calculated values
total charge: 0
Kohn-Sham gap: 8.265 eV
energy above the lowest of the compared OMol25 structures with the same formula, charge and spin: 443.2 kJ/mol
E_LUMO: -0.337 eV
SMILES string: N#Cc1nc(N)c[nH]1



3.
DFT (ωB97M-V/def2-TZVPD) results for a structure of composition C7H5I2O2S.

Last column: natural (NBO) charge in e.
Element x y z (Å)
C: -2.2587 -1.0287 -0.4765  -0.224
C: -1.3378 -0.8772 -1.5673  -0.220
C: -1.9750 -0.3019 0.6672  -0.215
C: -0.1221 -0.2316 -1.3221  -0.197
C: -0.9001 0.5398 0.7444  -0.190
C: 0.1331 0.5707 -0.1986  -0.187
C: 1.4173 1.1111 0.1232  -0.542
O: 3.6717 -0.9574 0.5898  -0.985
O: 2.0580 -0.5411 2.3279  -1.007
S: 2.9006 0.0875 1.2924  1.555
I: 2.6656 1.6270 -1.5262  0.089
I: 1.3175 2.7505 1.4736  0.102
H: -3.1439 -1.5715 -0.4736  0.192
H: -1.3292 -1.5909 -2.4041  0.200
H: -2.7997 -0.3060 1.2747  0.195
H: 0.4686 -0.2689 -2.2000  0.214
H: -0.7660 0.9887 1.6751  0.219

Calculated values
total charge: -1
Kohn-Sham gap: 6.612 eV
energy above the lowest of the compared OMol25 structures with the same formula, charge and spin: 66.3 kJ/mol
E_LUMO: 2.649 eV



4.
DFT (ωB97M-V/def2-TZVPD) results for a structure of composition ClCu.

Last column: Mulliken spin population.
Element x y z (Å)
Cu: 0.2167 1.0402 0.6843  0.210
Cl: -0.2167 -1.0402 -0.6843  0.790

Calculated values
total charge: +1
Kohn-Sham gap (alpha / beta): 9.896 / 6.637 eV
energy above the lowest of the compared OMol25 structures with the same formula, charge and spin: 56.8 kJ/mol
expectation value of S²: 0.76
E_LUMO (alpha / beta): -7.685 / -10.552 eV
spin multiplicity: 2



5.
DFT (ωB97M-V/def2-TZVPD) results for a cluster of 2 separate species, C9H16N2O2Si in total.

Last column: natural (NBO) charge in e.
Element x y z (Å)
C: 2.2777 -1.0023 -0.1189  -0.026
C: 1.3850 -0.0885 -0.4846  -0.229
C: 1.7669 1.2558 -0.8143  0.581
C: 4.1086 0.5641 -0.3090  0.774
C: -1.4221 -0.0180 -2.0654  -0.728
C: -1.2821 -1.9380 -0.4352  -0.717
C: -0.6773 0.1967 2.3172  -1.091
C: -3.4858 0.5826 1.1031  -1.091
C: -1.2784 -0.4723 -0.6646  -0.076
N: 3.6253 -0.6951 -0.0463  -0.611
N: 3.1508 1.4686 -0.6940  -0.638
O: 1.0494 2.1683 -1.1661  -0.611
O: 5.2827 0.8416 -0.2086  -0.630
Si: -1.5994 0.7385 0.7451  1.355
H: 2.0257 -2.0217 0.1396  0.207
H: -1.0147 -0.7347 -2.7769  0.214
H: -0.9485 0.9507 -2.2094  0.270
H: -2.4856 0.1112 -2.2864  0.231
H: -1.0427 -2.1830 0.5966  0.224
H: -0.5915 -2.4534 -1.1021  0.229
H: -2.2819 -2.3258 -0.6543  0.233
H: -0.6145 1.0295 3.0119  0.244
H: -1.1899 -0.6113 2.8297  0.231
H: 0.3347 -0.1240 2.1004  0.247
H: -4.0063 1.5193 0.9330  0.242
H: -3.9516 -0.1647 0.4655  0.228
H: -3.6738 0.2919 2.1326  0.238
H: 4.3112 -1.3820 0.2337  0.421
H: 3.4927 2.4025 -0.8948  0.427
H: -1.2647 2.0936 0.3225  -0.148

Calculated values
total charge: 0
Kohn-Sham gap (alpha / beta): 8.422 / 7.453 eV
energy above the lowest of the compared OMol25 structures with the same formula, charge and spin: 159.2 kJ/mol
E_LUMO (alpha / beta): -0.333 / -0.690 eV



6.
DFT (ωB97M-V/def2-TZVPD) results for a structure of composition C34H37EuN4O2S2.

Last column: Mulliken spin population.
Element x y z (Å)
Eu: 0.2507 0.0264 -0.7030  4.041
C: -2.7654 3.8317 0.2826  0.000
S: -1.3077 3.5244 1.2912  0.002
C: -1.2027 1.7857 1.2562  0.003
S: 0.1698 1.1136 2.0829  0.019
N: -2.0958 1.1528 0.5379  0.011
N: -1.8764 -0.2256 0.4392  0.000
C: -1.9688 -0.9648 1.4673  -0.004
C: -1.4836 -2.3512 1.2723  0.006
C: -2.0360 -3.4346 1.9350  -0.001
C: -1.6104 -4.7062 1.5752  0.002
C: -0.6687 -4.8354 0.5698  0.002
C: -0.1438 -3.6879 -0.0109  0.011
N: -0.5132 -2.4664 0.3544  0.002
H: -3.0320 4.8736 0.4554  0.000
H: -3.5917 3.1904 0.5755  0.000
H: -2.5596 3.6804 -0.7765  0.000
H: -2.3449 -0.6100 2.4244  0.002
H: -2.7948 -3.2822 2.6896  0.000
H: -2.0270 -5.5792 2.0596  0.000
H: -0.3327 -5.8071 0.2362  0.000
H: 0.5887 -3.7390 -0.8055  -0.020
C: 2.0121 -3.1825 2.9879  0.013
C: 2.5445 -1.7780 2.7428  0.042
C: 3.8168 -1.5452 3.5607  0.067
C: 2.7913 -1.4506 1.2837  0.176
C: 3.0488 -0.1249 0.9241  0.476
C: 3.3218 0.2300 -0.3888  0.038
C: 3.3015 -0.7237 -1.4104  0.345
C: 3.5282 -0.3215 -2.8395  -0.019
C: 3.0275 -2.0416 -1.0557  0.580
C: 2.7996 -2.4015 0.2694  0.039
H: 1.7966 -3.3135 4.0490  0.000
H: 2.7423 -3.9468 2.7095  -0.002
H: 1.0927 -3.3802 2.4351  -0.002
H: 1.7846 -1.0670 3.0871  0.005
H: 4.6177 -2.2037 3.2165  -0.005
H: 3.6384 -1.7539 4.6165  0.000
H: 4.1725 -0.5191 3.4776  0.002
H: 3.0231 0.6497 1.6807  0.033
H: 3.5099 1.2685 -0.6256  0.024
H: 2.6637 0.2144 -3.2400  0.040
H: 3.6845 -1.1934 -3.4732  -0.003
H: 4.3913 0.3378 -2.9320  0.017
H: 2.9850 -2.7969 -1.8311  0.028
H: 2.6109 -3.4396 0.5081  -0.002
O: 1.7364 3.8204 -2.1205  0.000
C: 0.9881 2.9021 -1.8687  -0.004
O: 1.1582 1.9885 -0.9649  -0.005
C: -0.3050 2.7176 -2.6402  0.007
C: -0.7030 3.6915 -3.5813  -0.001
C: -1.8898 3.5204 -4.2227  0.001
C: -2.6825 2.3829 -3.9408  -0.001
C: -3.9362 2.1576 -4.5625  0.001
C: -4.6717 1.0552 -4.2478  0.000
C: -4.1826 0.1224 -3.3030  0.000
C: -2.9756 0.3069 -2.6970  0.001
C: -2.1993 1.4492 -3.0024  0.003
N: -1.0062 1.6454 -2.3609  -0.006
H: -0.0528 4.5370 -3.7493  0.000
H: -2.2437 4.2450 -4.9464  0.000
H: -4.2966 2.8804 -5.2839  0.000
H: -5.6302 0.8877 -4.7207  0.000
H: -4.7709 -0.7531 -3.0630  0.000
H: -2.5934 -0.4169 -1.9912  -0.004
C: -2.4883 -2.9639 -4.5626  0.000
C: -1.0408 -3.3305 -4.2205  0.001
C: -0.2001 -3.3382 -5.5046  0.001
C: -1.0103 -4.7232 -3.5789  0.001
C: -0.4778 -2.3405 -3.2855  0.005
C: 0.0047 -1.5024 -2.5404  0.033
H: -2.8992 -3.6988 -5.2590  0.000
H: -2.5466 -1.9757 -5.0183  0.000
H: -3.1090 -2.9566 -3.6649  0.000
H: -0.5910 -4.0760 -6.2097  0.000
H: 0.8390 -3.5834 -5.2839  0.000
H: -0.2214 -2.3588 -5.9826  0.000
H: -1.4390 -5.4610 -4.2608  0.000
H: -1.5883 -4.7339 -2.6531  0.000
H: 0.0137 -5.0214 -3.3487  -0.001

Calculated values
total charge: 0
Kohn-Sham gap (alpha / beta): 4.198 / 5.170 eV
energy above the lowest of the compared OMol25 structures with the same formula, charge and spin: 561.9 kJ/mol
expectation value of S²: 12.05
E_LUMO (alpha / beta): -0.505 / -2.875 eV
spin multiplicity: 7